DFT (the ωB97M-V functional and the def2-TZVPD basis) results for a 5-piece molecular cluster, C4H16NO7 overall at a distorted geometry.

Each line ends with the Löwdin charge.
Positions of all 28 atoms, in Å:
O -0.20104 -0.58269 1.85200  -0.047
C 0.86162 -0.35332 1.29611  -0.689
O 1.98476 -0.29014 1.89877  -0.066
C 0.81598 -0.37218 -0.25189  -0.250
C 0.23177 -1.77400 -0.49111  -0.361
C -1.25795 -1.87677 -0.29409  -0.084
O 0.42798 -2.29166 -1.83410  -0.035
N 0.00644 0.74725 -0.81406  0.048
H 1.79224 -0.31436 -0.62742  0.102
H 0.73111 -2.58219 0.17327  0.176
H -1.83384 -1.38132 -1.11793  0.081
H -1.52956 -1.50377 0.71402  0.071
H -1.55418 -2.94486 -0.40923  0.082
H 0.66702 -1.57090 -2.31210  0.010
H -1.03610 0.46621 -1.03717  0.101
H -0.12874 1.52963 -0.16773  0.077
H 1.15838 1.91476 -3.00287  -0.061
H -0.16222 1.22883 -3.08614  -0.029
O 0.47035 1.74136 -3.51065  0.004
H -3.90415 0.80349 0.77517  0.048
H -2.50919 1.03603 1.42787  -0.033
O -2.97975 1.08788 0.59629  -0.090
H -0.88267 1.10745 2.92552  0.026
H -1.35717 2.60577 2.80053  0.032
O -1.61977 1.70738 2.82558  -0.038
H 3.39227 0.90315 0.09603  -0.103
H 4.23465 0.15738 1.15288  0.049
O 4.18174 0.80157 0.42244  -0.021

Output
- energy relative to the best compared isomer or geometry (same formula, charge and spin) (kJ/mol) = 210.77
- E (Ha) = -743.4760
- frontier orbital gap (eV) = 8.24
- charge = -1